1.
{"formula": "C5H8O", "method": "wB97M-V/def2-TZVPD", "orbital_gap_ev": 9.491, "total_charge": 0, "smiles": "C1=COC=CC1.[H][H]", "homo_ev": -8.4, "de_lowest_ev": 2.2619, "e_lumo_ev": 1.082, "elements": ["O", "C", "C", "C", "C", "C", "H", "H", "H", "H", "H", "H", "H", "H"], "xyz": [[-1.268030, 0.175931, 0.124885], [-0.670573, -0.835272, -0.583617], [0.852561, 1.273982, 0.246547], [0.592944, -0.825339, -0.993708], [-0.425333, 1.152897, 0.589254], [1.506688, 0.348090, -0.747166], [-1.366413, -1.650780, -0.748646], [-2.633232, -1.713016, 2.095190], [2.483238, 0.007634, -0.377155], [-0.942085, 1.804971, 1.284833], [-2.365398, -1.113984, 1.743769], [1.431466, 2.072787, 0.700229], [0.967724, -1.695644, -1.524150], [1.714527, 0.879195, -1.689106]], "forces_ev_per_a": [[0.1, 0.0, 0.0], [0.2, -0.1, -0.1], [-0.1, 0.0, 0.0], [-0.1, 0.0, 0.0], [0.2, 0.1, 0.0], [0.0, 0.0, 0.0], [0.1, 0.1, 0.0], [0.0, 0.0, 0.0], [-0.2, 0.0, 0.0], [0.1, -0.1, -0.1], [-0.1, -0.1, 0.1], [-0.1, -0.1, -0.1], [-0.1, 0.1, 0.1], [0.0, -0.1, 0.1]]}

***

2.
{"formula": "C5H8O", "method": "wB97M-V/def2-TZVPD", "orbital_gap_ev": 10.848, "total_charge": 0, "smiles": "O=CC1CCC1", "homo_ev": -9.7, "de_lowest_ev": 1.1836, "e_lumo_ev": 1.123, "elements": ["O", "C", "C", "C", "C", "C", "H", "H", "H", "H", "H", "H", "H", "H"], "xyz": [[0.839499, -2.377676, 0.443322], [-0.326706, 0.951376, -1.104575], [0.692210, 0.894458, 0.054147], [0.683643, -1.384239, 1.112557], [-1.018852, -0.316957, -0.555355], [-0.174616, -0.213676, 0.730809], [-0.722241, 0.148154, 1.609072], [-0.966092, 1.836578, -1.060657], [-0.786563, -1.224607, -1.118972], [1.659521, 0.495000, -0.267743], [-2.101389, -0.249664, -0.415995], [0.858818, 1.808448, 0.630818], [1.263630, -1.239846, 2.051158], [0.099134, 0.872648, -2.108584]], "forces_ev_per_a": [[-0.1, 0.3, 0.3], [0.0, 0.1, -0.1], [0.2, 0.1, 0.0], [0.0, -0.2, -0.2], [-0.1, -0.1, 0.0], [0.0, -0.1, 0.1], [0.1, 0.0, -0.1], [0.1, -0.1, 0.0], [0.0, 0.1, 0.1], [-0.1, 0.1, 0.1], [0.2, 0.0, 0.0], [0.0, -0.1, -0.1], [0.0, -0.1, -0.1], [-0.1, 0.0, 0.1]]}

***

3.
{"formula": "C5H8O", "method": "wB97M-V/def2-TZVPD", "orbital_gap_ev": 10.340, "total_charge": 0, "smiles": "C=COC(=C)C", "homo_ev": -9.3, "de_lowest_ev": 3.1847, "e_lumo_ev": 1.042, "elements": ["O", "C", "C", "C", "C", "C", "H", "H", "H", "H", "H", "H", "H", "H"], "xyz": [[-0.264055, -0.662558, 0.611044], [-0.591694, -1.044460, -0.685209], [-0.747744, 1.870839, 0.886378], [0.199083, 0.639281, 0.639088], [0.046190, -1.936641, -1.529351], [1.409699, 0.894746, 0.166887], [-1.428858, 1.469076, 1.727053], [-1.534919, -0.713618, -1.079701], [-0.366923, -2.422347, -2.413801], [-0.104176, 2.650252, 1.254723], [1.915412, 2.001098, 0.193265], [-1.349434, 2.089028, -0.025567], [1.091600, -2.336582, -1.445983], [1.996541, 0.020973, 0.034906]], "forces_ev_per_a": [[0.0, -0.1, -0.9], [0.8, -2.9, -2.2], [-1.0, -3.6, 1.2], [-0.2, 3.0, -1.4], [1.0, 0.8, 1.9], [1.3, 2.5, 1.3], [0.6, 1.2, -1.2], [-0.6, 0.4, 0.4], [-0.7, 1.0, 0.1], [-0.2, 0.5, -0.1], [-1.5, -3.1, -0.2], [0.5, 0.1, 0.8], [-1.0, 0.6, 0.8], [1.0, -0.3, -0.6]]}

***

4.
{"formula": "C5H8O", "method": "wB97M-V/def2-TZVPD", "orbital_gap_ev": [8.237, 8.237], "total_charge": 0, "homo_ev": [-8.5, -8.5], "de_lowest_ev": 4.6687, "e_lumo_ev": [-0.246, -0.246], "elements": ["O", "C", "C", "C", "C", "C", "H", "H", "H", "H", "H", "H", "H", "H"], "xyz": [[-1.097646, 1.366762, 2.164742], [1.712478, -0.722790, 0.049446], [-0.611890, -0.118250, -0.931921], [-0.983509, 0.705023, 1.145993], [0.510784, 0.204566, 0.016855], [-1.668548, 0.502996, -0.080760], [2.200048, -0.595481, -0.932826], [1.472850, -1.787489, 0.140671], [2.465655, -0.462181, 0.798176], [0.846022, 1.237652, -0.067268], [-0.976646, -0.493822, 1.128884], [-0.511310, 0.406327, -1.888140], [-2.612952, 0.943685, -0.405825], [-0.745335, -1.187001, -1.138032]], "forces_ev_per_a": [[0.3, -0.2, -0.2], [-0.1, 0.0, 0.1], [0.0, 0.0, 0.0], [-0.2, 0.1, -0.1], [0.2, 0.0, -0.3], [0.0, 0.1, 0.1], [-0.1, -0.1, 0.2], [-0.1, 0.2, 0.1], [-0.2, 0.0, 0.0], [-0.1, -0.1, -0.1], [0.3, -0.1, 0.0], [0.0, 0.0, 0.1], [0.1, -0.1, 0.1], [0.0, 0.2, -0.1]]}

***

5.
{"formula": "C5H8O", "method": "wB97M-V/def2-TZVPD", "orbital_gap_ev": [8.072, 8.070], "total_charge": 0, "homo_ev": [-7.5, -7.5], "de_lowest_ev": 7.1360, "e_lumo_ev": [0.562, 0.561], "elements": ["O", "C", "C", "C", "C", "C", "H", "H", "H", "H", "H", "H", "H", "H"], "xyz": [[1.482297, -0.935781, 1.472629], [-1.315892, 0.155494, -0.661358], [-0.652554, 0.188235, 0.769664], [-1.272409, 1.436139, -0.046638], [0.638054, -0.231384, 0.714805], [1.970684, -0.380940, 0.202940], [2.240647, -1.141672, -0.527886], [-0.337235, -2.093091, -0.287639], [2.651553, 0.458386, 0.305194], [-2.114882, 1.738802, 0.579877], [-0.979595, -1.764245, -0.531927], [-1.230829, -0.130763, 1.631083], [-0.533251, 0.061058, -1.428559], [-0.663042, 2.269651, -0.399784]], "forces_ev_per_a": [[-0.2, 0.0, 0.1], [-0.1, 0.4, -0.2], [0.2, -0.3, 0.3], [0.0, 0.2, -0.1], [0.0, 0.6, 0.1], [0.1, 0.2, -0.2], [-0.3, 0.2, 0.0], [-0.2, -0.5, -0.2], [0.1, -0.1, 0.1], [0.2, 0.0, -0.1], [0.3, -0.6, 0.0], [0.1, 0.1, -0.1], [-0.2, -0.1, 0.0], [0.1, -0.1, 0.2]]}

***

6.
{"formula": "C5H8O", "method": "wB97M-V/def2-TZVPD", "orbital_gap_ev": 10.985, "total_charge": 0, "smiles": "C#CCCOC", "homo_ev": -9.9, "de_lowest_ev": 2.5523, "e_lumo_ev": 1.040, "elements": ["O", "C", "C", "C", "C", "C", "H", "H", "H", "H", "H", "H", "H", "H"], "xyz": [[-1.431159, -0.417653, 0.245416], [-2.422885, 0.302631, -0.444424], [-0.162189, 0.174544, 0.119213], [2.233347, -0.287466, 0.297518], [3.289253, 0.284392, 0.208320], [0.899719, -0.888615, 0.379666], [-0.044624, 1.003910, 0.835048], [-3.394350, -0.052739, -0.095460], [0.793639, -1.686096, -0.363933], [-0.015331, 0.588488, -0.890826], [-2.350651, 0.137178, -1.530294], [0.737337, -1.340516, 1.365057], [-2.353934, 1.383868, -0.252916], [4.221829, 0.798076, 0.127621]], "forces_ev_per_a": [[0.0, 0.0, 0.0], [-0.3, 0.1, -0.1], [0.2, 0.1, 0.0], [0.4, 0.2, 0.0], [-0.4, -0.2, 0.0], [0.0, 0.0, 0.0], [-0.1, -0.1, -0.1], [0.1, 0.0, -0.1], [0.0, 0.1, 0.1], [-0.1, -0.1, 0.1], [0.0, 0.1, 0.2], [0.0, 0.1, -0.1], [0.0, -0.2, 0.0], [-0.1, -0.1, 0.0]]}

***

7.
{"formula": "C5H8O", "method": "wB97M-V/def2-TZVPD", "orbital_gap_ev": 9.649, "total_charge": 0, "smiles": "C=CC/C=C/O", "homo_ev": -8.6, "de_lowest_ev": 1.7682, "e_lumo_ev": 1.040, "elements": ["O", "C", "C", "C", "C", "C", "H", "H", "H", "H", "H", "H", "H", "H"], "xyz": [[1.822630, -2.073018, 0.222697], [-1.084706, 0.952106, -0.553358], [0.019291, 1.186653, 0.464183], [1.104755, 0.205160, 0.122708], [-1.830763, -0.144388, -0.561952], [1.200229, -0.975452, 0.733253], [-2.565198, -0.363177, -1.328985], [0.746374, -1.178736, 1.700584], [-1.183664, 1.671655, -1.360484], [0.353458, 2.229863, 0.443096], [1.620235, 0.352824, -0.826825], [1.851058, -1.949070, -0.735020], [-0.356555, 0.988248, 1.474666], [-1.697144, -0.902674, 0.205431]], "forces_ev_per_a": [[0.2, 0.0, -0.2], [-0.2, 0.0, -0.1], [0.0, 0.0, 0.1], [0.0, -0.4, 0.1], [0.0, 0.0, 0.1], [-0.1, 0.4, 0.1], [0.0, 0.2, 0.1], [0.0, 0.0, -0.1], [-0.1, 0.1, 0.1], [0.0, -0.2, -0.1], [-0.1, -0.1, 0.1], [0.2, -0.1, 0.1], [0.0, 0.0, -0.1], [0.0, 0.0, 0.0]]}

***

8.
{"formula": "C5H8O", "method": "wB97M-V/def2-TZVPD", "orbital_gap_ev": 10.259, "total_charge": 0, "smiles": "C=CCOC=C", "homo_ev": -9.1, "de_lowest_ev": 2.3728, "e_lumo_ev": 1.164, "elements": ["O", "C", "C", "C", "C", "C", "H", "H", "H", "H", "H", "H", "H", "H"], "xyz": [[-1.091719, -0.809242, 0.548350], [0.973792, 1.289238, 0.122036], [-1.396044, 0.590988, 0.394031], [-0.287893, 1.350213, -0.291642], [0.955556, -1.819853, 0.020327], [-0.207317, -1.312461, -0.363009], [1.218395, -1.815738, 1.074247], [1.795066, 1.668166, -0.478235], [-0.494465, -1.218624, -1.413719], [1.679530, -2.179369, -0.701048], [-1.559174, 0.947104, 1.416526], [-2.341383, 0.701171, -0.153438], [1.244534, 0.779734, 1.044334], [-0.519673, 1.811333, -1.249464]], "forces_ev_per_a": [[0.1, -0.1, 0.1], [-0.1, 0.1, 0.0], [-0.1, 0.3, 0.0], [0.2, 0.0, 0.0], [-0.2, -0.1, 0.0], [0.3, -0.2, -0.1], [0.0, -0.1, -0.2], [-0.1, 0.2, 0.1], [0.0, -0.1, 0.2], [-0.2, -0.2, 0.1], [0.0, 0.0, -0.2], [0.2, -0.1, 0.0], [-0.1, 0.1, -0.1], [0.0, 0.0, 0.1]]}

***

9.
{"formula": "C5H8O", "method": "wB97M-V/def2-TZVPD", "orbital_gap_ev": 9.720, "total_charge": 0, "smiles": "C1CC1[C@H]1CO1", "homo_ev": -8.7, "de_lowest_ev": 4.5600, "e_lumo_ev": 1.054, "elements": ["O", "C", "C", "C", "C", "C", "H", "H", "H", "H", "H", "H", "H", "H"], "xyz": [[1.616247, -1.673531, 0.389853], [2.120332, -0.355327, 0.458794], [-1.228699, 1.093515, -0.211529], [-0.447422, -0.231168, 0.530729], [0.827129, -0.617564, -0.167237], [-1.670589, -0.304010, -0.313014], [-1.883989, 1.749364, 0.373203], [-0.664070, 1.586969, -0.983106], [0.798430, -0.693380, -1.261664], [-1.516022, -0.703509, -1.311141], [2.119127, 0.072127, 1.460699], [2.983859, -0.125219, -0.162132], [-2.615802, -0.578414, 0.134769], [-0.438529, 0.780150, 1.061776]], "forces_ev_per_a": [[-0.3, -0.1, 0.1], [0.2, 0.3, 0.0], [-0.4, 0.1, -1.0], [0.1, 1.3, -0.5], [-0.1, 0.5, -0.1], [-0.5, 0.0, -0.2], [0.7, -0.2, 0.2], [-0.1, -0.1, -0.4], [-0.1, 0.2, 0.2], [0.0, -0.3, 0.2], [0.1, 0.0, -0.1], [0.0, -0.1, 0.1], [-0.1, 0.0, -0.1], [0.4, -1.5, 1.6]]}

***

10.
{"formula": "C5H8O", "method": "wB97M-V/def2-TZVPD", "orbital_gap_ev": 9.741, "total_charge": 0, "smiles": "O/C=C\\C1CC1", "homo_ev": -8.7, "de_lowest_ev": 1.6218, "e_lumo_ev": 1.026, "elements": ["O", "C", "C", "C", "C", "C", "H", "H", "H", "H", "H", "H", "H", "H"], "xyz": [[1.642986, 1.782185, 0.103417], [-0.210664, -0.550517, -0.480410], [1.921690, 0.483508, 0.380332], [1.118860, -0.569553, 0.199985], [-1.280638, 0.500242, -0.272005], [-1.505208, -0.908859, 0.198239], [-2.213314, -1.530102, -0.344044], [-0.161040, -0.904459, -1.510633], [0.715695, 1.835154, -0.169527], [-1.814956, 0.849656, -1.152281], [1.513710, -1.540972, 0.489095], [2.928774, 0.377971, 0.778774], [-1.495876, -1.074183, 1.271968], [-1.160020, 1.249934, 0.507096]], "forces_ev_per_a": [[-0.2, 0.0, -0.1], [0.1, 0.0, -0.1], [0.0, -0.4, 0.1], [0.0, 0.1, 0.0], [0.0, 0.2, 0.0], [-0.1, -0.1, 0.1], [0.1, 0.1, 0.1], [0.0, 0.1, 0.1], [0.1, 0.0, -0.1], [0.1, -0.1, 0.2], [0.0, 0.2, -0.1], [-0.2, 0.0, 0.0], [0.1, 0.0, -0.2], [0.0, -0.1, -0.1]]}

***

11.
{"formula": "C5H8O", "method": "wB97M-V/def2-TZVPD", "orbital_gap_ev": 10.142, "total_charge": 0, "homo_ev": -9.5, "de_lowest_ev": 4.0303, "e_lumo_ev": 0.673, "elements": ["O", "C", "C", "C", "C", "C", "H", "H", "H", "H", "H", "H", "H", "H"], "xyz": [[-0.029245, 1.994337, -0.834904], [-0.829132, -1.379701, 0.799070], [-0.799710, 0.979169, -0.670834], [2.008802, 0.854556, 0.139588], [0.073597, -0.746469, -0.241450], [1.270787, -0.164666, 0.097151], [0.090580, -1.279188, -1.195638], [1.129072, 1.671645, -0.303944], [3.014262, 1.153391, 0.378534], [-1.856071, -1.425230, 0.420616], [-0.824834, -0.799716, 1.726454], [-0.518129, -2.403445, 1.034528], [-1.447006, 0.970568, 0.221659], [-1.282975, 0.574746, -1.570828]], "forces_ev_per_a": [[0.0, -0.1, 0.1], [0.0, 0.0, 0.0], [-0.2, 0.0, 0.0], [0.0, -0.6, 0.2], [0.1, -0.1, 0.0], [0.0, 0.5, -0.1], [0.0, 0.1, 0.1], [-0.3, 0.1, -0.1], [-0.1, 0.0, 0.0], [0.1, 0.0, 0.1], [0.0, -0.1, -0.1], [0.0, 0.2, -0.1], [0.2, 0.0, -0.1], [0.1, 0.0, 0.1]]}

***

12.
{"formula": "C5H8O", "method": "wB97M-V/def2-TZVPD", "orbital_gap_ev": 11.058, "total_charge": 0, "smiles": "C[C@H]1C[C@H]2O[C@@H]12", "homo_ev": -9.9, "de_lowest_ev": 2.2038, "e_lumo_ev": 1.192, "elements": ["O", "C", "C", "C", "C", "C", "H", "H", "H", "H", "H", "H", "H", "H"], "xyz": [[-1.062637, -0.527715, 1.293520], [-0.302687, -1.222749, 0.315257], [0.961356, 0.498250, 0.592855], [-0.810537, 0.771218, -1.300800], [0.240996, -0.130025, -0.654599], [0.352487, -0.578263, 1.453961], [0.739088, -0.995928, 2.374699], [0.981589, -0.484325, -1.385396], [0.684351, 1.519197, 0.875878], [-1.266392, 0.291982, -2.173277], [-0.422505, 1.751871, -1.622866], [-0.567796, -2.281502, 0.236860], [-1.580034, 0.959098, -0.546416], [2.052721, 0.428892, 0.540324]], "forces_ev_per_a": [[-0.1, 0.3, 0.3], [0.0, -0.4, -0.1], [0.2, 0.3, -0.1], [-0.1, -0.1, 0.0], [0.1, 0.4, -0.1], [0.1, -0.2, 0.4], [-0.1, 0.0, 0.0], [-0.3, -0.1, 0.3], [0.0, -0.1, -0.2], [0.0, 0.1, 0.1], [0.1, -0.4, 0.1], [0.2, 0.4, -0.5], [0.0, 0.0, -0.2], [-0.2, 0.0, -0.1]]}